(1)
Here is C32H38BF6N2S5Y as an isolated structure from the OMol25 dataset. Energies are from ωB97M-V/def2-TZVPD.

Computed properties:
Energy relative to the best compared isomer or geometry (same formula, charge and spin) ... 60.29 kJ/mol
E_tot ... -108990.033 eV
LUMO energy ... -1.1 eV
Frontier orbital gap ... 5.650 eV
Total charge ... 0
Maximum force ... 0.480 eV/Å

Geometry (Å):
1 Y -0.15329 -0.33062 -0.81418
2 C -3.39788 2.95006 2.56232
3 C -1.90441 2.98756 2.24313
4 S -1.15603 1.46548 1.61496
5 C -1.72215 0.17074 2.72150
6 C -2.98719 -0.54642 2.26221
7 S -3.16024 -0.83896 0.48541
8 C -3.91679 0.69033 -0.16144
9 C -4.97219 1.38680 0.69599
10 S -4.55830 3.08205 1.18040
11 H -3.61599 3.82957 3.17329
12 H -3.64287 2.09500 3.19435
13 H -1.36192 3.27342 3.14684
14 H -1.69891 3.73828 1.47922
15 H -1.84347 0.55296 3.73756
16 H -0.89640 -0.53937 2.74899
17 H -3.88074 -0.03415 2.61590
18 H -3.01694 -1.53859 2.71771
19 H -4.35274 0.36191 -1.10562
20 H -3.14230 1.40802 -0.40402
21 H -5.28215 0.81088 1.56776
22 H -5.88139 1.52409 0.10853
23 S 2.15906 0.36398 0.84052
24 C 3.04493 -0.89984 0.18345
25 N 3.56901 -1.88206 0.89579
26 C 4.27242 -2.99142 0.27345
27 C 5.10377 -2.47277 -0.86762
28 N 4.25385 -1.73112 -1.78343
29 C 4.44210 -1.91523 -3.23020
30 C 3.36696 -2.79374 -3.83434
31 C 2.64724 -2.36594 -4.94198
32 C 1.65297 -3.16460 -5.48662
33 C 1.36296 -4.39614 -4.92274
34 C 2.08069 -4.83383 -3.82001
35 C 3.07834 -4.03699 -3.28211
36 C 3.27354 -0.93521 -1.33710
37 S 2.36496 0.00746 -2.34486
38 C 3.25870 -2.09267 2.31667
39 C 4.50252 -1.99949 3.15566
40 C 5.22166 -0.80687 3.20529
41 C 6.37370 -0.71724 3.96785
42 C 6.81726 -1.81707 4.69251
43 C 6.10535 -3.00342 4.65011
44 C 4.95285 -3.09359 3.88119
45 H 3.53237 -3.72425 -0.06526
46 H 4.90556 -3.44609 1.03428
47 H 5.54816 -3.30333 -1.41297
48 H 5.91112 -1.82918 -0.50350
49 H 5.43240 -2.35153 -3.36397
50 H 4.44169 -0.93507 -3.70703
51 H 2.84596 -1.38822 -5.36349
52 H 1.08594 -2.80896 -6.33621
53 H 0.56823 -5.00675 -5.32953
54 H 1.85508 -5.79338 -3.37342
55 H 3.62914 -4.39584 -2.41969
56 H 2.79528 -3.07916 2.38559
57 H 2.51275 -1.35843 2.60462
58 H 4.86625 0.05076 2.64559
59 H 6.92483 0.21313 4.00400
60 H 7.71628 -1.74543 5.29021
61 H 6.44481 -3.86241 5.21389
62 H 4.39525 -4.02255 3.85029
63 F 1.02554 -2.92528 0.00186
64 C -0.13804 -2.32212 0.62079
65 F 0.22144 -2.28099 1.98695
66 H -0.87655 -3.13338 0.58275
67 C -0.29118 -1.70328 -2.75601
68 C -1.55435 -2.44482 -2.73056
69 C -2.74327 -1.89594 -3.23866
70 C -3.95476 -2.55280 -3.11266
71 C -4.03145 -3.78366 -2.47439
72 C -2.86627 -4.34929 -1.97306
73 C -1.65446 -3.69239 -2.09523
74 H -0.22144 -1.05427 -3.63678
75 H 0.57306 -2.37588 -2.77422
76 H -2.70560 -0.93441 -3.73839
77 H -4.84614 -2.09466 -3.52430
78 H -4.97982 -4.29492 -2.37750
79 H -2.89897 -5.31357 -1.47924
80 H -0.75574 -4.15276 -1.69786
81 F -1.70776 0.93099 -2.02349
82 B -0.95948 2.18401 -2.23519
83 F 0.04571 2.05315 -1.19549
84 F -0.36879 2.14969 -3.46019
85 F -1.76456 3.25287 -2.00924

---

(2)
Here is an isolated ion of composition C4H10N3 and charge +1 at a distorted geometry from the OMol25 dataset. Energies are from ωB97M-V/def2-TZVPD.

Computed properties:
Energy relative to the best compared isomer or geometry (same formula, charge and spin) ... 304.40 kJ/mol
E_tot ... -8771.444 eV
LUMO energy (alpha / beta) ... -3.9 / -3.9 eV
Frontier orbital gap (alpha / beta) ... 8.580 / 8.579 eV
Total charge ... +1
Maximum force ... 3.297 eV/Å

Geometry (Å):
1 C 1.50228 -1.31130 0.35482
2 C 0.75679 -1.22883 -0.97436
3 C -0.53089 0.47949 0.36718
4 C 0.04796 1.80453 0.02678
5 N 1.18984 -0.65176 1.34292
6 N -1.62407 0.41246 1.17457
7 N -0.54627 -0.52172 -0.73586
8 H 2.35104 -1.99408 0.34483
9 H 1.36787 -0.66992 -1.68764
10 H 0.57306 -2.22408 -1.38065
11 H 1.00279 1.70546 -0.48351
12 H 0.22585 2.36739 0.94041
13 H -0.63372 2.38885 -0.59753
14 H -1.75265 1.19635 1.80092
15 H -1.84092 -0.47313 1.61841
16 H -0.82679 -0.05755 -1.61088
17 H -1.26216 -1.22215 -0.50039

---

(3)
Here is the molecule C5H9N from the OMol25 dataset. Energies are from ωB97M-V/def2-TZVPD.

Computed properties:
Energy relative to the best compared isomer or geometry (same formula, charge and spin) ... 294.66 kJ/mol
E_tot ... -6817.941 eV
LUMO energy ... 1.2 eV
Frontier orbital gap ... 8.974 eV
Total charge ... 0
Structure (SMILES) ... C1CC1N1CC1
Maximum force ... 0.631 eV/Å

Geometry (Å):
1 C 1.34769 -0.96024 -0.83161
2 C 1.26887 -1.12480 0.66640
3 C 0.01660 -0.94855 -0.13002
4 N -0.66811 0.26695 0.02022
5 C -0.67078 1.51071 0.64610
6 C -1.70786 1.07774 -0.42162
7 H 1.67445 0.01152 -1.19415
8 H 1.61945 -1.81395 -1.44428
9 H 1.45865 -2.10485 1.08967
10 H 1.58303 -0.29303 1.29440
11 H -0.64940 -1.80640 -0.24307
12 H -0.88911 1.50410 1.72596
13 H 0.01448 2.32280 0.36483
14 H -1.66026 1.44999 -1.45758
15 H -2.73772 0.90799 -0.08524

---

(4)
Here is the molecule C3H4S2 at a distorted geometry from the OMol25 dataset. Energies are from ωB97M-V/def2-TZVPD.

Computed properties:
Energy relative to the best compared isomer or geometry (same formula, charge and spin) ... 282.54 kJ/mol
E_tot ... -24842.713 eV
LUMO energy (alpha / beta) ... -0.8 / -0.8 eV
Frontier orbital gap (alpha / beta) ... 7.655 / 7.656 eV
Total charge ... 0
Maximum force ... 3.912 eV/Å

Geometry (Å):
1 C 0.81032 0.53421 -0.41000
2 C -0.04962 -0.03091 0.75641
3 C -1.47129 -0.21455 0.57607
4 S 1.18434 -0.98451 -1.41073
5 S -0.62709 -1.69692 0.14866
6 H 0.22160 1.15246 -0.98043
7 H 1.65994 1.10660 -0.20941
8 H 0.39397 -0.12970 1.64636
9 H -2.12217 0.26332 -0.11692

---

(5)
Here is the molecule C5H7Cl2N at a distorted geometry from the OMol25 dataset. Energies are from ωB97M-V/def2-TZVPD.

Computed properties:
Energy relative to the best compared isomer or geometry (same formula, charge and spin) ... 171.60 kJ/mol
E_tot ... -31830.974 eV
LUMO energy ... 0.7 eV
Frontier orbital gap ... 10.272 eV
Total charge ... 0
Structure (SMILES) ... C=C(Cl)C1(Cl)CNC1
Maximum force ... 4.630 eV/Å

Geometry (Å):
1 C 0.11140 -0.97036 1.21264
2 C 1.28215 -0.62433 1.67385
3 C -0.21958 -0.46948 -0.29712
4 C -1.38297 0.43571 -0.49876
5 C 0.65883 0.57126 -1.04573
6 H 1.98966 -0.02506 1.11912
7 H 1.64267 -1.02785 2.54359
8 H -2.39022 0.03791 -0.87314
9 H -1.64961 1.03367 0.31725
10 H -0.70428 2.14977 -1.29939
11 H 1.48417 0.30845 -1.69101
12 H 1.20788 1.17620 -0.21004
13 N -0.67140 1.13324 -1.54793
14 Cl -0.94458 -1.89619 2.08194
15 Cl -0.41412 -1.83294 -1.48528

---

(6)
Here is a 2-piece molecular cluster, C3H8NOS overall at a distorted geometry from the OMol25 dataset. Energies are from ωB97M-V/def2-TZVPD.

Computed properties:
Energy relative to the best compared isomer or geometry (same formula, charge and spin) ... 43.60 kJ/mol
<S²> ... 0.75
E_tot ... -17611.071 eV
LUMO energy (alpha / beta) ... 0.7 / -2.6 eV
Frontier orbital gap (alpha / beta) ... 9.985 / 6.695 eV
2S+1 ... 2
Total charge ... 0
Maximum force ... 3.894 eV/Å

Geometry (Å):
1 C -1.59151 -2.45892 1.34911
2 S -1.12275 -1.60633 -0.16376
3 H -2.64587 -2.74368 1.34374
4 H -1.04736 -3.40924 1.49176
5 H -1.42862 -1.84382 2.25307
6 O 0.89236 3.36657 -0.59713
7 C 0.79506 2.26661 -0.01909
8 C 0.78362 0.92484 -0.75753
9 N 1.53399 -0.05439 0.08583
10 H 0.83287 2.20844 1.04823
11 H -0.23237 0.61274 -0.95066
12 H 1.33826 1.09414 -1.76621
13 H 0.89822 -0.88779 0.20799
14 H 2.44906 -0.27661 -0.26638

---

(7)
Here is a 2-piece molecular cluster, C2S3 overall at a distorted geometry from the OMol25 dataset. Energies are from ωB97M-V/def2-TZVPD.

Computed properties:
Energy relative to the best compared isomer or geometry (same formula, charge and spin) ... 4.48 kJ/mol
E_tot ... -34577.197 eV
LUMO energy ... -0.3 eV
Frontier orbital gap ... 9.443 eV
Total charge ... 0
Maximum force ... 1.184 eV/Å

Geometry (Å):
1 C -0.15496 0.99871 1.12436
2 C -0.33711 -1.36583 -2.23520
3 S 1.06485 1.87270 1.44197
4 S -1.40532 0.10952 0.92820
5 S 0.83255 -1.61510 -1.25934

---

(8)
Here is a 14-piece molecular cluster, CH27O16 overall at a distorted geometry from the OMol25 dataset. Energies are from ωB97M-V/def2-TZVPD.

Computed properties:
Energy relative to the best compared isomer or geometry (same formula, charge and spin) ... 236.16 kJ/mol
E_tot ... -34237.311 eV
LUMO energy ... 2.0 eV
Frontier orbital gap ... 8.600 eV
Total charge ... -1
Maximum force ... 6.026 eV/Å

Geometry (Å):
1 C -15.44511 -2.26652 33.46097
2 O -16.23995 -2.95093 32.79828
3 O -14.59479 -1.42799 32.84750
4 O -15.34541 -2.37138 34.62216
5 H -14.72119 -1.48568 31.91274
6 O -14.75490 -4.02901 31.04485
7 H -15.25055 -3.56629 31.71043
8 H -15.24645 -4.84830 30.69165
9 O -14.60286 -3.74537 37.36010
10 H -15.45045 -3.73017 36.83164
11 H -13.93374 -3.70828 36.52826
12 O -12.81046 -3.62145 34.99422
13 H -12.78933 -4.55743 34.62839
14 H -13.57471 -3.18441 34.73351
15 O -18.04644 -1.28686 31.40739
16 H -17.27779 -1.78359 31.59132
17 H -18.86225 -1.87976 31.36930
18 O -15.84814 -0.29539 29.57685
19 H -16.64172 -0.95209 29.52106
20 H -16.07205 0.44068 28.79176
21 O -13.15296 0.32564 29.36053
22 H -12.91285 -0.64258 29.04201
23 H -14.05235 0.02983 29.49874
24 O -11.81789 -0.08613 33.96841
25 H -11.95245 -0.36582 33.08277
26 H -11.17632 -0.76935 34.31674
27 O -15.17099 1.29329 32.93983
28 H -15.35006 0.29609 32.94006
29 H -15.62697 1.58552 32.13795
30 O -16.76969 -4.69709 35.64845
31 H -16.50319 -4.01942 35.09646
32 H -16.11720 -5.40126 35.43807
33 O -14.27163 -0.15876 35.47152
34 H -13.38109 -0.21338 35.00668
35 H -14.65808 -0.94803 34.95497
36 O -17.61102 -1.42189 35.99800
37 H -17.02170 -1.88045 35.23468
38 H -17.42912 -0.49066 35.80259
39 O -13.34027 -2.48517 28.94643
40 H -12.56720 -2.89809 28.53908
41 H -13.60106 -3.08345 29.65833
42 O -17.25338 -5.49339 32.46412
43 H -16.91067 -4.63781 32.70957
44 H -17.18364 -5.47551 31.46979

---

(9)
Here is C13H18BiClIN2O2PS as an isolated structure at a distorted geometry from the OMol25 dataset. Energies are from ωB97M-V/def2-TZVPD.

Computed properties:
E_tot ... -67418.451 eV
LUMO energy ... -9.6 eV
Frontier orbital gap ... 5.001 eV
Total charge ... +2
Maximum force ... 4.893 eV/Å

Geometry (Å):
1 C 2.65816 -0.65664 -0.77201
2 C 1.52399 -1.68199 -0.72248
3 H 3.29137 -0.86242 -1.67581
4 H 3.31009 -0.60587 0.14822
5 H 2.16563 0.33178 -0.87608
6 O 0.57264 -1.64287 -1.52528
7 I -1.51076 -1.32915 1.28790
8 Bi 0.32643 1.27241 1.48417
9 P 1.54315 -2.74746 0.76949
10 C 0.56894 -4.01903 -0.02977
11 C 3.24742 -3.34542 0.66298
12 H 1.78646 -2.00567 3.08158
13 H 1.84124 -3.77635 2.81733
14 H 0.27158 -2.95568 2.81046
15 C 1.32612 -2.84147 2.53682
16 H 3.92615 -2.66540 1.20908
17 H 3.16287 -4.28993 1.21490
18 H 1.10761 -4.93529 0.21863
19 H 0.53823 -3.86303 -1.11928
20 H 3.57813 -3.54172 -0.37138
21 H -0.43556 -3.98207 0.40551
22 C -1.77539 -0.77275 -1.42656
23 O -2.36008 -1.00981 -2.38185
24 Cl 2.39859 0.99394 2.79118
25 N 0.96340 2.03420 -2.13420
26 C -0.15197 2.65499 -1.60834
27 N -0.81536 2.08025 -0.59997
28 C -2.03017 2.74144 -0.34599
29 C -2.97692 2.32518 0.58815
30 C -4.04867 3.16602 0.84111
31 C -4.17020 4.39894 0.17713
32 C -3.19866 4.79898 -0.77320
33 C -2.13017 3.93455 -1.04289
34 S -0.75993 4.17506 -2.14014
35 H 0.83234 1.04707 -2.36607
36 H 1.38290 2.56426 -2.92077
37 H -2.82844 1.36944 1.08581
38 H -4.81091 2.84677 1.56275
39 H -5.02955 5.04401 0.41627
40 H -3.29071 5.75073 -1.27740

---

(10)
Here is C16H19ClMo as an isolated structure at a distorted geometry from the OMol25 dataset. Energies are from ωB97M-V/def2-TZVPD.

Computed properties:
Energy relative to the best compared isomer or geometry (same formula, charge and spin) ... 213.04 kJ/mol
<S²> ... 2.32
E_tot ... -31271.434 eV
LUMO energy (alpha / beta) ... -2.9 / -3.0 eV
Frontier orbital gap (alpha / beta) ... 2.689 / 2.475 eV
2S+1 ... 3
Total charge ... 0
Maximum force ... 3.589 eV/Å

Geometry (Å):
1 C 0.88584 -2.21992 0.67639
2 C 0.98151 -1.92080 -0.73744
3 C -0.35868 -1.77255 -1.24775
4 H 1.89139 -1.89773 -1.30372
5 C -1.27171 -1.90416 -0.13773
6 C -0.50140 -2.12541 1.04961
7 H -0.92710 -2.17354 2.06572
8 H 1.67844 -2.58885 1.35227
9 H -0.64400 -1.59811 -2.27586
10 H -2.36088 -1.99419 -0.15633
11 Mo 0.19418 -0.09507 0.18227
12 Cl 0.74490 2.17963 0.08816
13 C 0.10964 2.82333 -4.44655
14 C -1.12253 2.18266 -4.79139
15 C -0.81158 0.94549 -5.43978
16 H -2.12500 2.57768 -4.61202
17 C 0.61319 0.82344 -5.49909
18 C 1.18228 1.98409 -4.88539
19 H 2.24844 2.20084 -4.78964
20 H 0.21334 3.79249 -3.95422
21 H -1.53368 0.22928 -5.83930
22 H 1.16742 -0.00128 -5.95349
23 C 0.46648 1.39724 5.34503
24 C -0.05632 0.04927 4.84964
25 C 0.85707 -1.08582 5.31753
26 C -1.45984 -0.23721 5.38723
27 C 0.01754 0.09123 3.39419
28 C 0.27298 0.17283 2.16996
29 H 0.51352 1.43214 6.43695
30 H -0.19312 2.20155 5.00491
31 H 1.48099 1.54583 4.96202
32 H 0.85099 -1.06924 6.41494
33 H 0.48957 -2.06339 4.97176
34 H 1.89267 -0.95677 4.96622
35 H -2.20665 0.51845 5.10373
36 H -1.83242 -1.22278 5.07617
37 H -1.34958 -0.23734 6.48089

---

(11)
Here is the molecule C4H7NO2 from the OMol25 dataset. Energies are from ωB97M-V/def2-TZVPD.

Computed properties:
Energy relative to the best compared isomer or geometry (same formula, charge and spin) ... 338.99 kJ/mol
E_tot ... -9843.766 eV
LUMO energy ... 0.5 eV
Frontier orbital gap ... 9.844 eV
Total charge ... 0
Structure (SMILES) ... O/N=C1/CC[C@H]1O
Maximum force ... 0.684 eV/Å

Geometry (Å):
1 O 2.31636 1.29026 -0.05586
2 N 1.98713 0.02679 -0.51856
3 C 0.74147 -0.20611 -0.47424
4 C -0.08295 -1.46443 -0.62960
5 C -1.21240 -0.72081 0.14536
6 C -0.41853 0.60904 0.04981
7 O -0.10716 1.28870 1.26438
8 H 1.60273 1.54678 0.56628
9 H 0.33316 -2.34697 -0.13555
10 H -0.33811 -1.72733 -1.66071
11 H -1.28339 -1.03658 1.18845
12 H -2.20456 -0.73175 -0.31289
13 H -0.81548 1.31118 -0.69510
14 H -0.51827 2.16124 1.26824

---

(12)
Here is the molecule C4H13N2O2P at a distorted geometry from the OMol25 dataset. Energies are from ωB97M-V/def2-TZVPD.

Computed properties:
Energy relative to the best compared isomer or geometry (same formula, charge and spin) ... 60.38 kJ/mol
E_tot ... -20723.011 eV
LUMO energy ... 0.8 eV
Frontier orbital gap ... 9.399 eV
Total charge ... 0
Structure (SMILES) ... CNP(=O)(COC)NC
Maximum force ... 3.132 eV/Å

Geometry (Å):
1 C 1.45738 0.75905 1.99972
2 C -0.52772 -2.81175 0.02844
3 C -0.68820 2.54876 -0.90191
4 C -1.23814 0.31733 -1.25025
5 N 0.46920 -0.03163 1.29189
6 N 0.62944 -2.05107 -0.38634
7 O 1.92147 0.12114 -0.91708
8 O -1.59419 1.50213 -0.63679
9 P 0.67291 -0.37190 -0.33121
10 H 1.63657 0.31735 2.98086
11 H 2.38298 0.72483 1.42533
12 H 1.15695 1.80256 2.12611
13 H -1.37094 -2.73873 -0.66823
14 H -0.24976 -3.86046 0.12869
15 H -0.84556 -2.43887 1.00187
16 H 0.33939 2.22790 -0.70365
17 H -0.95267 3.37438 -0.24312
18 H -0.76076 2.87839 -1.94136
19 H -1.99322 -0.42948 -1.03718
20 H -1.02534 0.41220 -2.31665
21 H -0.47948 0.12822 1.59215
22 H 1.05967 -2.38035 -1.24127

---

The lowest E_tot belongs to which entry? C32H38BF6N2S5Y